w.
Entry from the OMol25 dataset: a 3-piece molecular cluster, C3H12O2S2 overall (the ωB97M-V functional and the def2-TZVPD basis).

LUMO level = 0.018 hartree
net charge = 0
frontier orbital gap = 0.35620 Eh
HOMO level = -9.2 eV
SMILES string = CCSSC.O.O

Last columns: bonded neighbours and bond lengths (Å).
Geometry (Å):
1 C -0.316 -2.775 0.533  C2 1.519, H6 1.091, H7 1.090, H8 1.087
2 C 0.109 -1.813 -0.564  C1 1.519, S3 1.865, H9 1.088, H10 1.089
3 S -0.988 -0.305 -0.541  C2 1.865, S4 2.022
4 S -0.485 0.684 -2.232  S3 2.022, C5 1.848
5 C 0.946 1.687 -1.633  S4 1.848, H11 1.086, H12 1.088, H13 1.084
6 H -1.254 -3.203 0.178  C1 1.091
7 H -0.504 -2.302 1.497  C1 1.090
8 H 0.380 -3.597 0.683  C1 1.087
9 H 1.106 -1.379 -0.525  C2 1.088
10 H 0.007 -2.327 -1.519  C2 1.089
11 H 1.620 2.010 -2.421  C5 1.086
12 H 0.549 2.566 -1.130  C5 1.088
13 H 1.444 1.057 -0.906  C5 1.084
14 O -1.305 2.945 0.791  H15 0.957, H16 0.960
15 H -1.936 2.321 0.433  O14 0.957
16 H -0.799 2.480 1.462  O14 0.960
17 O 0.775 0.928 1.950  H18 0.975, H19 0.981
18 H 0.406 0.475 2.730  O17 0.975
19 H 0.245 0.549 1.216  O17 0.981


x.
Entry from the OMol25 dataset: a 3-piece molecular cluster, C3H12O2S2 overall (the ωB97M-V functional and the def2-TZVPD basis).

LUMO level = 0.019 hartree
net charge = 0
frontier orbital gap = 0.31055 Eh
HOMO level = -7.9 eV
SMILES string = CCSSC.O.O

Last columns: bonded neighbours and bond lengths (Å).
Geometry (Å):
1 C 0.867 1.427 1.523  C2 1.448, H6 1.110, H7 1.155, H8 1.143
2 C -0.533 1.175 1.255  C1 1.448, S3 1.980, H9 1.087, H10 1.062
3 S -0.950 1.882 -0.547  C2 1.980, S4 2.024
4 S -1.274 0.003 -1.226  S3 2.024, C5 1.864
5 C -0.512 0.269 -2.906  S4 1.864, H11 1.048, H12 1.093, H13 1.081
6 H 0.983 1.325 2.622  C1 1.110
7 H 0.993 2.533 1.216  C1 1.155
8 H 1.608 0.848 0.873  C1 1.143
9 H -0.812 0.126 1.192  C2 1.087
10 H -1.249 1.550 1.944  C2 1.062
11 H -1.421 0.230 -3.426  C5 1.048
12 H -0.209 1.299 -3.113  C5 1.093
13 H 0.291 -0.440 -3.056  C5 1.081
14 O 1.278 -1.485 0.137  H15 0.971, H16 0.982
15 H 1.490 -0.984 0.942  O14 0.971
16 H 1.661 -0.887 -0.541  O14 0.982
17 O -0.858 -3.047 1.407  H18 1.016, H19 1.000
18 H 0.092 -2.850 1.107  O17 1.016
19 H -1.443 -2.974 0.599  O17 1.000


Least stable = x


w.
Entry from the OMol25 dataset: a 2-piece molecular cluster, H3NO3 overall (the ωB97M-V functional and the def2-TZVPD basis).

LUMO level = -0.027 hartree
net charge = 0
frontier orbital gap = 0.34090 Eh
HOMO level = -10.0 eV
SMILES string = N=O.OO

Last columns: bonded neighbours and bond lengths (Å).
Geometry (Å):
1 N 2.406 0.273 0.092  O2 1.213, H3 1.061
2 O 1.537 -0.335 -0.497  N1 1.213
3 H 2.351 0.054 1.129  N1 1.061
4 O -1.888 0.706 -0.229  O5 1.434, H6 0.963
5 O -1.771 -0.662 0.184  O4 1.434, H7 0.971
6 H -1.011 1.024 0.010  O4 0.963
7 H -1.623 -1.059 -0.689  O5 0.971


x.
Entry from the OMol25 dataset: a 2-piece molecular cluster, H3NO3 overall (the ωB97M-V functional and the def2-TZVPD basis).

LUMO level (spin up / spin down) = -0.011 / 0.009 hartree
net charge = 0
frontier orbital gap (spin up / spin down) = 0.32434 / 0.38941 Eh
HOMO level (spin up / spin down) = -9.1 / -10.3 eV

Last columns: bonded neighbours and bond lengths (Å).
Geometry (Å):
1 N -1.191 -0.221 -0.936  O3 1.288, H5 0.970, H6 1.045
2 O 1.553 0.542 1.391  O4 1.383, H7 0.964
3 O -0.785 0.029 0.261  N1 1.288
4 O 1.266 0.273 0.064  O2 1.383
5 H -0.966 -1.103 -1.270  N1 0.970
6 H -1.215 0.639 -1.527  N1 1.045
7 H 1.337 -0.159 2.017  O2 0.964


Least stable = x


w.
Entry from the OMol25 dataset: the molecule CHBrClNO (the ωB97M-V functional and the def2-TZVPD basis).

LUMO level = -0.019 hartree
net charge = 0
frontier orbital gap = 0.36148 Eh
HOMO level = -10.4 eV
SMILES string = O=C(Cl)NBr

Last columns: bonded neighbours and bond lengths (Å).
Geometry (Å):
1 O 0.927 -1.575 0.210  C2 1.250
2 C 0.572 -0.434 -0.154  O1 1.250, Cl3 1.684, N4 1.364
3 Cl 1.198 0.435 -1.454  C2 1.684
4 N -0.429 0.406 0.238  C2 1.364, Br5 1.901, H6 0.971
5 Br -1.837 -0.068 1.424  N4 1.901
6 H -0.431 1.236 -0.265  N4 0.971


x.
Entry from the OMol25 dataset: a 2-piece molecular cluster, CHBrClNO overall (the ωB97M-V functional and the def2-TZVPD basis).

LUMO level = -0.011 hartree
net charge = 0
frontier orbital gap = 0.34570 Eh
HOMO level = -9.7 eV
SMILES string = [O-][N+]#CBr.Cl

Last columns: bonded neighbours and bond lengths (Å).
Geometry (Å):
1 O -0.283 -2.207 -0.530  N2 1.193
2 N -0.591 -1.055 -0.483  O1 1.193, C3 1.198
3 C -1.311 -0.101 -0.420  N2 1.198, Br4 1.822
4 Br -1.499 1.710 -0.473  C3 1.822
5 Cl 1.903 1.135 0.343  H6 1.372
6 H 1.781 0.517 1.563  Cl5 1.372


Least stable = x


w.
Entry from the OMol25 dataset: an isolated ion of composition C5H11N2O and charge -1 (the ωB97M-V functional and the def2-TZVPD basis).

LUMO level = 0.140 hartree
net charge = -1
frontier orbital gap = 0.22771 Eh
HOMO level = -2.4 eV
SMILES string = [H]/N=C\NCCCC[O-]

Last columns: bonded neighbours and bond lengths (Å).
Geometry (Å):
1 H -0.758 -3.656 -0.830  N2 1.021
2 N -1.584 -3.260 -0.379  H1 1.021, C3 1.283
3 C -1.244 -2.234 0.312  N2 1.283, N4 1.358, H10 1.091
4 N -0.051 -1.586 0.319  C3 1.358, C5 1.459, H11 1.011
5 C 0.214 -0.444 1.188  N4 1.459, C6 1.521, H12 1.089, H13 1.099
6 C 1.386 0.364 0.652  C5 1.521, C7 1.536, H14 1.091, H15 1.100
7 C 1.042 1.204 -0.587  C6 1.536, C8 1.551, H16 1.093, H17 1.100
8 C 0.090 2.395 -0.299  C7 1.551, O9 1.325, H18 1.139, H19 1.135
9 O -0.051 3.258 -1.294  C8 1.325
10 H -1.950 -1.895 1.071  C3 1.091
11 H 0.464 -1.550 -0.550  N4 1.011
12 H -0.678 0.170 1.300  C5 1.089
13 H 0.485 -0.791 2.195  C5 1.099
14 H 1.817 1.010 1.419  C6 1.091
15 H 2.153 -0.374 0.374  C6 1.100
16 H 1.955 1.539 -1.084  C7 1.093
17 H 0.521 0.575 -1.324  C7 1.100
18 H 0.418 2.803 0.713  C8 1.139
19 H -0.889 1.908 0.006  C8 1.135


x.
Entry from the OMol25 dataset: an isolated ion of composition C5H11N2O and charge -1 (the ωB97M-V functional and the def2-TZVPD basis).

LUMO level = 0.141 hartree
net charge = -1
frontier orbital gap = 0.22198 Eh
HOMO level = -2.2 eV
SMILES string = N/C=N\CCCC[O-]

Last columns: bonded neighbours and bond lengths (Å).
Geometry (Å):
1 N -0.288 0.681 -2.152  C2 1.449, H9 1.011, H10 0.978
2 C 1.146 0.716 -1.949  N1 1.449, N3 1.279, H11 1.083
3 N 1.713 -0.121 -1.166  C2 1.279, C4 1.450
4 C 1.254 -1.041 -0.144  N3 1.450, C5 1.613, H12 1.169, H13 1.082
5 C 1.075 -0.137 1.180  C4 1.613, C6 1.521, H14 1.132, H15 1.084
6 C -0.339 -0.240 1.729  C5 1.521, C7 1.577, H16 1.080, H17 1.064
7 C -1.577 0.350 0.950  C6 1.577, O8 1.293, H18 1.095, H19 1.104
8 O -2.573 -0.317 1.434  C7 1.293
9 H -0.962 0.059 -1.729  N1 1.011
10 H -0.778 1.512 -2.312  N1 0.978
11 H 1.784 1.332 -2.572  C2 1.083
12 H 0.344 -1.582 -0.638  C4 1.169
13 H 1.962 -1.817 0.115  C4 1.082
14 H 1.209 0.982 1.076  C5 1.132
15 H 1.919 -0.333 1.832  C5 1.084
16 H -0.575 -1.293 1.677  C6 1.080
17 H -0.534 0.168 2.692  C6 1.064
18 H -1.629 0.269 -0.141  C7 1.095
19 H -1.487 1.432 1.149  C7 1.104


Least stable = x